(1)
C4H9NO2 | ωB97M-V/def2-TZVPD

Last column: Mulliken charge in e.
Positions of all 16 atoms, in Å:
N 1.3067 -0.2795 -0.8208  -0.6530
C 0.3059 -0.4658 0.1945  0.1181
C 1.0029 -0.5566 1.5610  -0.2786
O 1.4437 0.4430 2.0751  -0.4576
C -0.6477 0.7686 0.2275  -0.7591
C -1.5625 0.6377 -1.0355  -0.4245
O -1.6229 -0.6107 -1.6910  -0.5230
H 1.9626 -1.0393 -0.9707  0.2483
H 1.9162 0.4667 -0.4812  0.2698
H -0.2353 -1.3592 -0.0380  0.5111
H 1.5446 -1.5006 1.8157  0.3792
H -1.1617 0.6044 1.1719  0.3764
H -0.0622 1.6682 0.0817  0.2637
H -2.5374 1.0897 -0.8325  0.4054
H -1.1406 1.3752 -1.7143  0.2049
H -2.5479 -0.8607 -1.7893  0.3188

Results
Net charge   0
Structure (SMILES)   N[C@@H](C=O)CCO


(2)
C4H9NO2 | ωB97M-V/def2-TZVPD

Last column: Mulliken charge in e.
Positions of all 16 atoms, in Å:
C -1.1494 1.5431 -0.3056  -1.5264
C -0.2990 0.3508 0.2072  0.2530
C -0.9047 -1.0414 0.1258  -0.5758
O -0.4261 -1.6189 1.3761  -0.5926
N 1.0043 0.4323 -0.4865  -0.0750
C 2.0228 -0.4108 -0.2827  0.0151
O 1.9855 -1.4338 0.4051  -0.6849
H -0.7393 2.5024 0.0362  0.3620
H -2.1696 1.4767 0.0806  0.3940
H -1.2437 1.6268 -1.4109  0.3722
H -0.2035 -0.1175 1.4422  0.3348
H -1.9940 -0.9806 0.1894  0.3212
H -0.5901 -1.6946 -0.6896  0.2669
H 0.5441 -1.7326 1.1867  0.4977
H 1.2092 1.2278 -1.0803  0.2681
H 2.9536 -0.1299 -0.7937  0.3697

Results
Net charge   0
Structure (SMILES)   C[C@@H](CO)NC=O


Values of relative energy (zero: lowest compared OMol25 entry of this formula, charge and spin), in order: 244.91; 258.27, all in kJ/mol.